(1)
Molecular formula: C54H120N10
Method: DFT, ωB97M-V with the def2-TZVPD basis set

Output
strongest force on any atom	5.6	eV/A
gap between HOMO and LUMO (spin up / spin down)	1.3 / 7.8	eV
energy relative to the best compared isomer or geometry (same formula, charge and spin)	0.0	kJ/mol

ORCA input file:
```
! RIJCOSX wB97M-V def2-TZVPD def2/J DEFGRID3
* xyz -1 2
C -16.21069 -31.66552 28.45438
C -16.84783 -30.32104 28.00365
N -17.10456 -30.18169 26.56385
C -18.04168 -29.03922 26.23477
C -17.50996 -27.68687 26.60660
C -15.80461 -30.16644 25.84155
C -16.16141 -30.44910 24.38792
H -17.06187 -32.33924 28.55283
H -15.70512 -31.43949 29.39321
H -15.62882 -32.14012 27.66426
H -17.73268 -30.07435 28.59042
H -16.05985 -29.63200 28.30764
H -18.35264 -28.86206 25.20520
H -18.96765 -29.14390 26.80021
H -17.25010 -27.62626 27.66342
H -16.68068 -27.24427 26.05480
H -18.41676 -27.08894 26.51547
H -15.07919 -30.90730 26.17772
H -15.38032 -29.17729 26.01379
H -15.37602 -30.29350 23.64829
H -17.01975 -29.91196 23.98441
H -16.29125 -31.53079 24.42274
C -17.06241 -24.72422 37.03631
C -18.20752 -25.43547 36.34710
N -19.48259 -24.96895 36.84188
C -20.49959 -25.92273 36.55366
C -20.89791 -26.13021 35.13751
C -19.92604 -23.61583 36.51461
C -21.26999 -23.22359 37.19817
H -17.03271 -23.63486 37.01403
H -16.08218 -24.99231 36.64214
H -17.03846 -24.94095 38.10427
H -18.11327 -25.28522 35.27162
H -18.03666 -26.50542 36.46584
H -20.16474 -26.85234 37.01388
H -21.40379 -25.73262 37.13190
H -20.97577 -25.20618 34.56462
H -20.17028 -26.73329 34.59443
H -21.86755 -26.62373 35.07165
H -19.87085 -23.38494 35.45078
H -19.10552 -23.01753 36.91069
H -21.38767 -23.47408 38.25245
H -22.12605 -23.62766 36.65782
H -21.33007 -22.13535 37.18353
C -28.41719 -30.09783 36.15350
C -27.53703 -29.03014 35.46123
N -27.12417 -29.47380 34.15912
C -26.51075 -30.83378 34.16288
C -25.31921 -30.86151 35.06349
C -26.36113 -28.43398 33.40533
C -25.84562 -28.80191 32.03583
H -29.26780 -30.30230 35.50331
H -28.72002 -29.86838 37.17515
H -27.84583 -30.99406 36.39515
H -28.23214 -28.20192 35.32343
H -26.83828 -28.88605 36.28529
H -27.26417 -31.46274 34.63710
H -26.29648 -31.22295 33.16752
H -24.75824 -31.79432 35.00622
H -24.72972 -29.95919 34.90091
H -25.71159 -30.78428 36.07747
H -25.52180 -28.05921 33.99116
H -27.08316 -27.61743 33.40022
H -25.88024 -28.02337 31.27375
H -26.34499 -29.57483 31.45159
H -24.84524 -29.17699 32.25184
C -21.22943 -29.26584 32.66499
C -21.46612 -29.71366 31.24426
N -21.13076 -31.09361 31.04422
C -19.68911 -31.44304 30.87752
C -19.35431 -32.89393 30.44740
C -21.83779 -32.16952 31.84550
C -23.38336 -31.98030 32.00831
H -21.53411 -28.23575 32.84988
H -20.15156 -29.30939 32.82117
H -21.62101 -29.93168 33.43403
H -22.52052 -29.56821 31.00937
H -20.93734 -28.97612 30.64051
H -19.18573 -31.29220 31.83249
H -19.23928 -30.73098 30.18562
H -19.64525 -33.62055 31.20600
H -18.29585 -33.13344 30.34537
H -20.02054 -33.17945 29.63333
H -21.58546 -33.09629 31.33021
H -21.31525 -32.19465 32.80176
H -23.85367 -32.95402 32.14528
H -23.57022 -31.17254 32.71591
H -23.77999 -31.58128 31.07472
C -17.83288 -40.58361 29.28968
C -16.74618 -39.57160 29.58279
N -16.83733 -38.32405 28.73313
C -16.38393 -37.16218 29.45513
C -17.30120 -36.65442 30.53923
C -16.19039 -38.44134 27.37244
C -16.84723 -37.47764 26.45451
H -17.91870 -40.40707 28.21750
H -18.78021 -40.40429 29.79811
H -17.59545 -41.64039 29.41193
H -16.65625 -39.34732 30.64567
H -15.82347 -40.11556 29.38074
H -15.35380 -37.27602 29.79274
H -16.51719 -36.26788 28.84640
H -18.32244 -36.74451 30.16904
H -17.13010 -37.31347 31.39041
H -17.05854 -35.61210 30.74606
H -16.14618 -39.45297 26.96900
H -15.14936 -38.12257 27.42484
H -16.21096 -37.38886 25.57395
H -16.94777 -36.48842 26.90111
H -17.81101 -37.96109 26.29482
C -20.26160 -26.19097 28.62026
C -20.74548 -25.97563 30.04406
N -20.46093 -24.57183 30.48603
C -20.93732 -23.47457 29.58838
C -22.48925 -23.59129 29.42487
C -20.77006 -24.57020 31.95601
C -20.53158 -23.23146 32.67679
H -19.25020 -26.55251 28.80593
H -20.24027 -25.51428 27.76602
H -20.74625 -27.07356 28.20285
H -21.82095 -26.12614 29.95023
H -20.36823 -26.74064 30.72270
H -20.73319 -22.50077 30.03353
H -20.45207 -23.63131 28.62502
H -22.89983 -22.67699 28.99638
H -22.75761 -24.42875 28.78086
H -22.86331 -23.63913 30.44756
H -20.07745 -25.29045 32.39148
H -21.82065 -24.81422 32.11345
H -20.98407 -23.24504 33.66834
H -20.92074 -22.44006 32.03621
H -19.45930 -23.06993 32.78737
C -23.94050 -35.04871 29.64264
C -24.21447 -36.10189 28.63970
N -25.54548 -36.75842 28.84442
C -25.60358 -37.69950 29.98827
C -27.01440 -38.15796 30.27019
C -25.98107 -37.28404 27.52238
C -26.40876 -36.20008 26.45182
H -24.61252 -34.20978 29.46193
H -22.91719 -34.68746 29.54046
H -23.84438 -35.41707 30.66401
H -24.20551 -35.55863 27.69476
H -23.38859 -36.80563 28.74338
H -24.88051 -38.49320 29.80038
H -25.18805 -37.31210 30.91852
H -27.38089 -38.67477 29.38323
H -27.18762 -38.79872 31.13479
H -27.67820 -37.31346 30.45539
H -26.86093 -37.92337 27.59441
H -25.10543 -37.88209 27.27004
H -27.28667 -35.59079 26.66664
H -26.67436 -36.77683 25.56586
H -25.67732 -35.43815 26.18248
N -19.32500 -32.75204 26.18529
C -18.98564 -34.10405 26.13501
C -20.12127 -34.85633 26.51087
C -21.15491 -33.96684 27.02054
C -20.61105 -32.70677 26.71555
H -18.68620 -32.00677 25.94738
H -18.07034 -34.41176 25.65131
H -20.08453 -35.93145 26.41515
H -22.14595 -34.20597 27.37699
H -21.06854 -31.75210 26.92936
N -27.65707 -34.47025 29.54585
C -27.24634 -33.82677 30.74770
C -28.22880 -32.93971 31.14910
C -29.20151 -32.84715 30.10059
C -28.84948 -33.83882 29.18484
H -27.14433 -35.22872 29.11933
H -26.34925 -34.13975 31.26120
H -28.39858 -32.45559 32.09947
H -30.00235 -32.12271 30.11654
H -29.28486 -34.13494 28.24189
N -26.24161 -29.08891 28.05076
C -25.21207 -28.63638 27.20175
C -24.15489 -29.47820 27.23986
C -24.52806 -30.54078 28.14020
C -25.89103 -30.25439 28.47248
H -27.02030 -28.49932 28.30792
H -25.21478 -27.62835 26.81409
H -23.17060 -29.25184 26.85732
H -23.87554 -31.38272 28.31841
H -26.45773 -30.64160 29.30633
*
```

Here are the Mulliken charges for atoms 1 to 4, given in e: -0.748, -1.097, 1.136, -0.708


(2)
Molecular formula: C3H8N2
Method: DFT, ωB97M-V with the def2-TZVPD basis set

Output
strongest force on any atom	10.0	eV/A
gap between HOMO and LUMO	8.1	eV
energy relative to the best compared isomer or geometry (same formula, charge and spin)	429.9	kJ/mol

ORCA input file:
```
! RIJCOSX wB97M-V def2-TZVPD def2/J DEFGRID3
* xyz 0 1
C 1.31381 1.19547 0.41067
C 0.31267 0.09844 0.20858
N -0.78966 0.05107 1.15908
C -0.34979 -0.23097 -0.91213
N -1.15296 -1.26942 -1.31495
H 2.02172 0.89659 1.19122
H 1.87635 1.38002 -0.51130
H 0.83450 2.13680 0.69376
H -1.67396 -0.43776 1.11889
H -0.41674 -0.13761 2.08628
H 0.74789 -0.30311 -1.44320
H -0.70466 -1.98657 -1.87896
H -2.01919 -1.39296 -0.80794
*
```

Here are the Mulliken charges for atoms 1 to 4, given in e: -1.129, 0.623, -0.528, -0.269


(3)
Molecular formula: C2H2F2N2S
Method: DFT, ωB97M-V with the def2-TZVPD basis set

Output
strongest force on any atom	2.1	eV/A
gap between HOMO and LUMO (spin up / spin down)	7.9 / 7.9	eV
energy relative to the best compared isomer or geometry (same formula, charge and spin)	0.0	kJ/mol

ORCA input file:
```
! RIJCOSX wB97M-V def2-TZVPD def2/J DEFGRID3
* xyz 0 1
C -0.50039 -1.21013 -0.30444
C 0.68345 -0.67776 0.11496
N -0.65958 1.01229 0.53070
N 0.58133 0.64657 0.54473
F 1.83109 -1.29991 0.04167
F 1.33293 1.85575 -0.63846
S -1.77754 -0.12544 -0.21558
H -0.83802 -2.21221 -0.46424
H -0.65327 2.01083 0.39065
*
```

Here are the Mulliken charges for atoms 1 to 4, given in e: -0.124, 0.329, -0.046, -0.103


(4)
Molecular formula: C8H18N2O4S
Method: DFT, ωB97M-V with the def2-TZVPD basis set

Output
strongest force on any atom	4.7	eV/A
gap between HOMO and LUMO	10.2	eV
energy relative to the best compared isomer or geometry (same formula, charge and spin)	288.8	kJ/mol

ORCA input file:
```
! RIJCOSX wB97M-V def2-TZVPD def2/J DEFGRID3
* xyz 0 1
C 2.93922 -0.92656 1.99807
O 1.99772 0.18797 1.69148
C 2.44018 1.03470 0.72014
C 2.15001 0.49295 -0.68471
N 0.74730 0.53032 -0.95029
C 0.21769 1.02217 -1.99743
C -1.27681 1.35513 -2.10399
C -2.12513 0.59159 -1.03160
C -1.92611 -0.89373 -1.30827
C -2.12927 -1.72909 0.02513
N -1.01766 -1.51294 0.87925
S -1.11778 -1.31814 2.43112
O -0.11830 -2.07380 3.12812
O -2.40765 -1.37429 2.92879
O -0.60287 0.23654 2.38191
H 2.48626 -1.43790 2.92291
H 3.85121 -0.47033 2.25097
H 3.01494 -1.60640 1.20548
H 3.45417 1.46346 0.74440
H 1.73365 1.86411 0.80039
H 2.36912 -0.57381 -0.79804
H 2.91921 0.94348 -1.42170
H 0.88548 1.33372 -2.87432
H -1.64341 1.14137 -3.10273
H -1.47273 2.44839 -1.77250
H -3.18683 0.84300 -1.06318
H -1.73484 0.82114 -0.01589
H -2.78078 -1.16166 -2.00093
H -0.96475 -1.08255 -1.83980
H -3.01988 -1.32745 0.49541
H -2.34564 -2.73444 -0.09486
H -0.16060 -1.78212 0.59424
H 0.31438 0.25348 2.41527
*
```

Here are the Mulliken charges for atoms 1 to 4, given in e: -0.844, -0.382, -0.583, -0.717


(5)
Molecular formula: C13H16N2O5
Method: DFT, ωB97M-V with the def2-TZVPD basis set

Output
strongest force on any atom	0.9	eV/A
gap between HOMO and LUMO	9.4	eV
energy relative to the best compared isomer or geometry (same formula, charge and spin)	126.6	kJ/mol

ORCA input file:
```
! RIJCOSX wB97M-V def2-TZVPD def2/J DEFGRID3
* xyz 0 1
C -4.13466 -2.59963 -0.48709
C -4.54767 -1.68472 0.66163
O -4.66071 -0.32985 0.26738
C -3.54265 0.41114 0.06744
C -3.75480 1.70475 -0.41899
C -2.68981 2.54785 -0.65700
C -1.39114 2.13687 -0.40240
C -1.17101 0.85991 0.09960
C 0.18761 0.32072 0.37563
O 0.47083 -0.86093 0.30076
N 1.08686 1.24363 0.81788
N 2.42990 0.89230 0.96308
C 3.37543 1.56705 0.26599
O 3.12836 2.59969 -0.32385
C 4.75409 0.93265 0.33579
C 4.85049 -0.23889 -0.64709
C 4.11928 -1.46742 -0.15952
O 3.73269 -1.64001 0.96835
O 3.96030 -2.37038 -1.12233
C -2.24120 -0.00296 0.32000
H -4.83729 -2.49712 -1.31042
H -4.13484 -3.63203 -0.14862
H -3.14091 -2.34789 -0.84871
H -3.85752 -1.78423 1.50797
H -5.55264 -1.94777 1.00365
H -4.76891 2.01800 -0.61030
H -2.87108 3.53710 -1.04951
H -0.56959 2.79887 -0.63081
H 0.95467 2.23552 0.67003
H 2.57784 -0.05982 1.28791
H 5.48611 1.69391 0.06769
H 4.94846 0.57686 1.34783
H 4.45806 0.03527 -1.62772
H 5.89658 -0.52522 -0.78361
H 3.45979 -3.13488 -0.79338
H -2.01095 -0.98832 0.69275
*
```

Here are the Mulliken charges for atoms 1 to 4, given in e: -1.009, -0.405, -0.448, 0.543


(6)
Molecular formula: C18H48CaO22PS6
Method: DFT, ωB97M-V with the def2-TZVPD basis set

Output
strongest force on any atom	10.7	eV/A
gap between HOMO and LUMO	2.1	eV
energy relative to the best compared isomer or geometry (same formula, charge and spin)	222.3	kJ/mol

ORCA input file:
```
! RIJCOSX wB97M-V def2-TZVPD def2/J DEFGRID3
* xyz -1 1
Ca 1.39603 -0.24977 0.05188
P 3.95093 -0.57189 -1.32451
O 5.17402 -0.82921 -0.38453
O 2.60016 -1.40811 -1.38199
O 4.42635 0.67158 -2.17057
O 3.36036 0.52747 -0.20671
O -0.49877 0.31889 1.32482
S -1.64023 0.69781 2.07128
O -1.48671 1.68883 3.09550
O -2.83219 1.13422 1.10364
C -3.89383 1.89276 1.70740
C -4.81921 2.48158 0.64139
C -2.30348 -0.77942 2.83455
H -3.60984 2.63057 2.44810
H -4.53519 1.10720 2.12477
H -5.76921 2.68964 1.14069
H -5.05337 1.82968 -0.19476
H -4.44691 3.46846 0.36293
H -3.32617 -0.53634 3.14460
H -1.84033 -1.03194 3.78262
H -2.38825 -1.56230 2.08528
O 3.46498 -0.92803 4.20197
S 2.24957 -0.45594 3.63092
O 2.08985 -0.25046 2.24405
O 1.01093 -1.40286 4.06330
C 1.02126 -2.07918 5.31219
C 0.80747 -3.56382 5.13834
C 1.77636 1.03115 4.49927
H 0.30945 -1.60747 6.00032
H 1.97019 -1.93840 5.83767
H 1.43946 -3.85646 4.29361
H -0.20401 -3.92062 4.95200
H 1.24220 -4.16354 5.94094
H 2.22027 1.86412 3.96177
H 2.30434 1.12383 5.45226
H 0.71407 0.98878 4.70963
O 0.74642 -2.38539 0.82349
S 1.09395 -3.70488 0.42069
O 2.36526 -4.28646 0.66871
O 0.02066 -4.69789 1.11299
C 0.32854 -6.09162 1.14654
C -0.52046 -6.77250 2.20368
C 0.64656 -3.82398 -1.29361
H 1.36123 -6.20816 1.46712
H 0.07147 -6.55408 0.19167
H -0.42286 -7.85948 2.17807
H -1.59221 -6.64561 2.01921
H -0.31133 -6.40321 3.20717
H -0.40985 -4.07897 -1.38506
H 1.24126 -4.58265 -1.79612
H 0.82241 -2.84532 -1.73993
O -2.85501 -1.75693 -0.89743
S -1.87167 -1.08898 -1.69076
O -0.61227 -0.78042 -1.11166
O -1.66241 -1.93220 -3.01331
C -0.70598 -1.40977 -3.95360
C -0.99684 -2.05533 -5.31671
C -2.55870 0.46974 -2.30010
H 0.34127 -1.55651 -3.69676
H -0.88606 -0.34027 -4.07677
H -0.62156 -1.41167 -6.10983
H -2.07381 -2.17363 -5.43180
H -0.46965 -3.00786 -5.32361
H -3.13805 0.28469 -3.20462
H -1.71923 1.14469 -2.43944
H -3.30789 0.75556 -1.56612
O 1.41604 2.21694 0.83716
S 2.24811 3.36906 0.66752
O 3.43268 3.32008 -0.07213
O 1.36900 4.54236 -0.03831
C 0.07524 4.83999 0.47592
C -1.04835 3.94920 0.03297
C 2.59455 4.07849 2.26486
H -0.12468 5.83598 0.06475
H 0.08638 5.05135 1.54889
H -2.00065 4.26678 0.46922
H -0.92066 2.89837 0.28658
H -1.21253 3.93032 -1.04765
H 3.18462 4.96972 2.07019
H 3.17650 3.32902 2.79462
H 1.67200 4.29253 2.79897
O 1.15012 1.42856 -1.75526
S 1.36396 1.52909 -3.14780
O 1.55401 0.41568 -4.01646
O -0.00994 2.27398 -3.66574
C -0.08960 2.72163 -5.01010
C -1.48171 2.45038 -5.57673
C 2.64453 2.73289 -3.42951
H 0.70852 2.51021 -5.71822
H -0.12284 3.81609 -4.91896
H -1.76986 1.39712 -5.56018
H -1.53758 2.81202 -6.60529
H -2.23123 3.00927 -5.01408
H 2.56733 3.42926 -2.59653
H 2.54453 3.21619 -4.39959
H 3.57781 2.15573 -3.32584
*
```

Here are the Mulliken charges for atoms 1 to 4, given in e: 0.976, 0.244, -0.750, -0.491